(1)
The following is a DFT calculation (ωB97M-V/def2-TZVPD) of a cluster of 21 separate species, C28H68FI3N2O20S2 in total.

The geometry in XYZ format:
```
124
Properties=species:S:1:pos:R:3:mulliken_charge:R:1
C 6.173 -1.611 4.390 -0.827
C 5.512 -0.422 3.506 0.294
I 6.152 1.645 3.693 0.056
C 4.487 -0.774 2.595 -1.194
I 3.907 -2.896 2.390 0.079
C 3.681 0.232 1.662 1.057
C 4.085 0.395 0.146 -0.925
I 5.799 -0.767 -0.509 -0.015
C 3.302 1.355 -0.830 0.817
C 3.628 1.546 -2.374 -0.767
C 3.464 0.235 -3.274 -0.287
C 1.957 -0.177 -3.595 0.336
C 0.718 0.748 -3.556 0.318
C -0.711 0.187 -3.851 -0.197
C -0.959 -1.316 -4.226 -0.844
C 0.287 -2.254 -4.317 -0.719
C 1.689 -1.679 -3.994 -0.351
C 2.134 2.147 -0.175 -0.060
C 1.705 1.982 1.332 -1.300
C 2.461 1.014 2.281 1.057
C 2.129 0.751 3.817 -0.579
C 1.441 -0.707 4.088 -0.609
N 2.150 -1.307 5.254 -0.298
N 0.555 2.737 1.869 0.210
C -0.655 2.625 1.039 -0.048
C -0.609 2.940 -0.505 -0.446
C -1.843 2.856 -1.443 0.315
C -3.202 2.421 -0.808 -0.992
C -3.233 2.082 0.722 0.275
C -4.602 1.574 1.428 -0.909
C -4.615 -0.043 1.174 -0.567
C -5.525 -0.848 2.227 -0.471
S -7.092 -1.350 1.364 -0.345
C -2.001 2.193 1.664 0.426
F -2.013 1.923 3.066 -0.347
S 1.100 3.389 -1.115 -0.300
H 6.952 -1.197 5.137 0.383
H 5.397 -2.161 5.029 0.187
H 6.704 -2.390 3.721 0.217
H 4.722 1.892 -2.452 0.389
H 2.978 2.392 -2.805 0.351
H 3.995 -0.697 -2.886 0.147
H 3.966 0.479 -4.299 0.197
H 0.825 1.852 -3.310 0.203
H -1.651 0.841 -3.796 0.311
H -2.023 -1.705 -4.430 0.370
H 0.196 -3.373 -4.618 0.386
H 2.573 -2.406 -4.073 0.205
H 3.126 0.774 4.404 0.216
H 1.461 1.535 4.309 0.439
H 1.418 -1.364 3.150 0.246
H 0.334 -0.585 4.410 0.389
H 1.559 -1.952 5.792 0.265
H 3.057 -1.716 5.000 0.027
H 0.375 2.544 2.863 0.321
H -1.782 3.079 -2.572 0.479
H -4.186 2.317 -1.379 0.417
H -5.489 1.996 0.834 0.301
H -4.642 1.831 2.539 0.391
H -4.816 -0.279 0.078 0.361
H -3.520 -0.370 1.371 0.283
H -5.673 -0.310 3.221 0.374
H -4.963 -1.831 2.466 0.320
H -7.269 -0.511 0.248 0.138
O 2.937 -3.421 6.871 -0.627
H 3.382 -2.680 7.302 0.301
H 3.484 -4.185 7.094 0.286
O -9.085 -4.379 0.731 -0.593
H -9.457 -4.836 1.497 0.307
H -8.494 -3.719 1.117 0.271
O 0.532 0.562 7.547 -0.679
H -0.419 0.520 7.720 0.364
H 0.640 0.084 6.714 0.297
O 1.059 5.807 1.912 -0.647
H 1.079 4.877 2.183 0.292
H 0.731 6.271 2.692 0.297
O 6.157 -4.518 5.763 -0.552
H 7.022 -4.689 6.160 0.311
H 6.091 -5.170 5.054 0.256
O -1.463 5.998 -0.596 -0.665
H -1.015 6.742 -0.173 0.274
H -0.917 5.234 -0.363 0.425
O -2.245 5.538 -3.968 -0.705
H -3.024 5.078 -3.629 0.345
H -1.772 5.817 -3.171 0.259
O 5.794 1.445 -5.597 -0.569
H 6.091 1.589 -6.504 0.277
H 6.592 1.567 -5.068 0.284
O -0.375 3.305 -4.832 -0.431
H -0.398 3.220 -5.794 0.282
H -1.045 3.977 -4.640 0.275
O -5.426 2.226 -2.914 -0.608
H -6.375 2.184 -2.745 0.268
H -5.314 1.745 -3.744 0.291
O 0.536 2.096 -7.813 -0.591
H 1.412 1.917 -7.449 0.297
H 0.447 1.457 -8.530 0.286
O 0.531 -4.929 -6.317 -0.609
H 1.404 -5.111 -5.949 0.308
H 0.438 -5.573 -7.030 0.291
O 7.276 -3.402 8.343 -0.628
H 6.354 -3.369 8.056 0.306
H 7.443 -2.519 8.695 0.315
O -2.723 4.073 -6.442 -0.662
H -2.137 4.224 -7.195 0.305
H -2.464 4.754 -5.804 0.340
O 3.406 2.322 -8.532 -0.586
H 4.123 2.314 -7.885 0.295
H 3.833 2.601 -9.351 0.290
O -1.100 -3.466 -1.644 -0.653
H -1.908 -2.956 -1.774 0.304
H -0.490 -3.109 -2.305 0.387
O -6.025 -4.692 0.684 -0.602
H -6.699 -5.200 0.216 0.337
H -6.321 -3.776 0.596 0.271
O 1.136 -6.104 -1.229 -0.645
H 1.114 -6.194 -2.189 0.295
H 0.469 -5.428 -1.042 0.341
O -10.759 -5.811 -1.803 -0.628
H -11.546 -6.261 -1.473 0.310
H -10.308 -5.509 -1.003 0.322
O -2.314 0.705 8.447 -0.676
H -3.102 0.247 8.766 0.315
H -1.872 0.998 9.254 0.322
```

Calculated values
charge: 0
HOMO-LUMO gap: 7.5 eV
multiplicity: 1
E_HOMO: -7.79 eV
electronic energy: -4510.8412 Ha
LUMO energy: -0.3 eV

=====

(2)
The following is a DFT calculation (ωB97M-V/def2-TZVPD) of a structure of composition C28H68O26Tl.

The geometry in XYZ format:
```
123
Properties=species:S:1:pos:R:3:mulliken_charge:R:1
Tl 4.656 -18.672 0.666 0.913
C -0.272 -17.793 -0.464 0.492
C 1.126 -17.729 -0.014 -0.344
C 1.615 -16.486 0.756 0.607
O 2.779 -16.417 1.087 -0.680
C 0.621 -15.487 1.060 -0.174
C -0.714 -15.526 0.622 -0.084
C -1.146 -16.722 -0.138 0.524
O -2.257 -16.906 -0.585 -0.800
O -1.398 -14.576 0.881 -0.530
O 1.878 -18.665 -0.235 -0.685
H -0.555 -18.612 -1.116 0.538
H 0.969 -14.612 1.601 0.717
C 1.983 -15.484 4.374 0.285
C 3.254 -14.878 3.833 -0.186
O 4.165 -14.420 4.826 -0.582
O 2.138 -16.655 5.160 -0.616
H 1.444 -15.781 3.460 -0.251
H 1.297 -14.806 4.891 0.522
H 3.063 -14.044 3.135 0.240
H 3.733 -15.580 3.144 0.056
H 3.757 -13.664 5.264 0.345
H 2.278 -16.401 6.078 0.307
C -2.179 -18.845 2.560 0.768
C -2.020 -20.335 2.794 -0.499
O -0.978 -20.639 3.713 -0.494
O -2.646 -18.197 3.743 -0.580
H -2.880 -18.641 1.754 -0.135
H -1.201 -18.391 2.328 -0.333
H -1.900 -20.770 1.787 0.221
H -2.970 -20.722 3.188 0.401
H -0.699 -21.543 3.548 0.280
H -2.107 -18.552 4.463 0.383
C -1.935 -15.906 -3.839 0.910
C -3.286 -15.525 -4.378 -0.941
O -4.351 -15.692 -3.415 -0.501
O -1.577 -15.002 -2.792 -0.509
H -1.178 -15.684 -4.606 0.489
H -1.819 -16.973 -3.617 -0.790
H -3.586 -16.085 -5.277 0.246
H -3.306 -14.481 -4.710 0.408
H -5.114 -16.075 -3.846 0.268
H -0.623 -14.833 -2.953 0.315
C -6.390 -17.553 -0.834 -0.273
C -7.183 -16.295 -1.118 -0.603
O -6.517 -15.138 -1.616 -0.377
O -5.197 -17.140 -0.132 -0.316
H -6.138 -18.167 -1.703 0.149
H -6.955 -18.146 -0.110 0.475
H -7.714 -15.942 -0.231 0.261
H -7.929 -16.636 -1.854 0.364
H -6.859 -14.911 -2.479 0.256
H -4.869 -17.954 0.268 0.126
C 2.775 -20.867 3.158 -0.686
C 2.175 -19.491 3.227 0.271
O 3.238 -18.518 3.265 -0.511
O 3.527 -21.049 1.914 -0.407
H 1.971 -21.615 3.112 0.277
H 3.468 -21.087 3.974 0.298
H 1.590 -19.357 4.138 0.533
H 1.491 -19.374 2.376 -0.233
H 3.020 -17.953 4.029 0.155
H 3.564 -22.006 1.828 0.233
C 1.827 -13.938 -2.504 0.385
C 3.140 -14.671 -2.620 -0.462
O 3.893 -14.234 -3.755 -0.578
O 0.946 -14.287 -3.603 -0.523
H 1.972 -12.853 -2.480 0.357
H 1.228 -14.159 -1.612 -0.281
H 2.928 -15.734 -2.831 0.303
H 3.738 -14.619 -1.712 0.304
H 3.410 -14.519 -4.539 0.335
H 1.072 -13.617 -4.285 0.275
C 4.197 -20.367 -2.524 -0.226
C 5.660 -20.101 -2.742 -0.613
O 6.068 -19.065 -1.818 -0.461
O 3.973 -20.790 -1.213 -0.249
H 3.884 -21.140 -3.236 0.381
H 3.575 -19.504 -2.797 0.121
H 5.926 -19.734 -3.736 0.316
H 6.148 -21.064 -2.554 0.356
H 7.016 -19.143 -1.663 0.265
H 3.079 -21.216 -1.154 0.447
C -2.664 -19.238 -3.322 -0.528
C -3.860 -18.659 -4.027 0.541
O -3.554 -18.528 -5.421 -0.615
O -2.886 -19.426 -1.946 -0.510
H -1.806 -18.568 -3.478 0.113
H -2.367 -20.186 -3.774 0.483
H -4.132 -17.688 -3.594 -0.478
H -4.738 -19.309 -3.911 0.476
H -4.224 -17.946 -5.790 0.353
H -2.696 -18.620 -1.449 0.319
C -0.632 -11.458 2.926 -0.450
C 0.276 -12.371 3.727 -0.012
O -0.169 -12.522 5.056 -0.565
O -0.137 -11.356 1.593 -0.534
H -0.675 -10.457 3.352 0.404
H -1.640 -11.866 2.915 0.312
H 1.329 -12.094 3.709 0.332
H 0.267 -13.368 3.259 -0.091
H -0.975 -13.046 5.073 0.386
H 0.536 -10.668 1.606 0.295
C -4.057 -10.906 -1.515 -0.636
C -2.684 -11.114 -0.947 -0.174
O -2.718 -11.864 0.263 -0.451
O -4.591 -12.131 -1.953 -0.367
H -3.992 -10.161 -2.319 0.367
H -4.713 -10.448 -0.765 0.299
H -2.266 -10.129 -0.688 0.342
H -1.994 -11.554 -1.677 0.156
H -1.857 -11.729 0.682 0.248
H -5.276 -11.979 -2.608 0.237
C 0.268 -22.352 -0.910 0.320
C 0.606 -23.769 -1.270 -0.919
O 0.989 -23.953 -2.627 -0.510
O 1.462 -21.568 -0.828 -0.495
H -0.206 -22.328 0.077 0.021
H -0.417 -21.942 -1.658 0.216
H -0.238 -24.457 -1.125 0.380
H 1.360 -24.203 -0.611 0.377
H 0.257 -23.647 -3.175 0.306
H 1.217 -20.652 -0.629 0.089
```

Calculated values
charge: +1
HOMO-LUMO gap: 3.8 eV
multiplicity: 1
E_HOMO: -11.07 eV
energy relative to the best compared isomer or geometry (same formula, charge and spin): 157.5 kJ/mol
electronic energy: -3235.7906 Ha
LUMO energy: -7.3 eV

=====

(3)
The following is a DFT calculation (ωB97M-V/def2-TZVPD) of a cluster of 13 separate species, C28H69BrN29O13S in total.

The geometry in XYZ format:
```
141
Properties=species:S:1:pos:R:3:mulliken_charge:R:1
C -2.117 -0.078 -3.615 -0.448
C -1.756 0.509 -2.364 0.103
N -1.641 1.040 -0.972 0.327
C -2.061 2.267 -0.233 0.385
N -2.708 3.333 -0.781 -0.134
Br -3.211 3.632 -2.545 0.085
C -3.072 4.458 0.211 0.160
C -4.631 4.832 0.483 -0.253
C -4.729 6.081 1.521 -0.367
C -3.390 6.749 2.094 -0.118
N -1.949 6.427 1.897 -0.422
C -1.911 5.285 0.941 0.019
N -1.621 2.060 1.199 -0.522
C -0.889 0.747 1.360 0.180
C -0.197 0.126 2.710 0.508
S -1.329 -0.976 3.727 -0.151
C -0.909 -2.762 3.312 -0.209
C -2.093 -3.497 2.434 -0.660
N -0.988 0.217 -0.067 0.621
C -0.312 -1.129 -0.201 -0.390
O 1.170 -1.038 -0.028 -0.429
C 1.759 -0.340 -1.185 -0.448
C 2.224 1.169 -0.663 -0.006
C 2.072 2.218 -1.944 -0.552
H -2.582 -0.526 -4.618 0.240
H -5.555 4.310 -0.008 0.322
H -5.785 6.513 1.823 0.296
H -3.563 7.685 2.819 0.294
H -0.799 4.945 0.660 0.235
H 0.062 1.061 3.406 0.144
H 0.860 -0.391 2.505 -0.355
H -0.709 -3.351 4.319 0.461
H 0.095 -2.742 2.667 0.012
H -1.647 -3.846 1.390 0.232
H -2.567 -4.442 2.964 0.257
H -2.981 -2.754 2.214 0.097
H -0.549 -1.713 -1.186 0.466
H -0.678 -1.832 0.693 -0.595
H 2.753 -0.886 -1.546 0.255
H 1.053 -0.297 -2.134 0.267
H 1.528 1.595 0.191 -0.078
H 3.322 1.158 -0.209 0.373
H 1.912 3.317 -1.511 0.292
H 1.170 1.870 -2.616 0.157
H 3.084 2.138 -2.545 0.063
C 5.693 2.693 -4.090 0.603
O 5.032 2.045 -3.294 -0.714
N 6.592 3.617 -3.707 -0.408
N 5.582 2.540 -5.422 -0.371
H 7.146 4.160 -4.348 0.169
H 6.707 3.763 -2.713 0.231
H 4.916 1.854 -5.753 0.184
H 6.117 3.064 -6.093 0.172
C 3.274 -1.921 2.748 0.543
O 2.384 -1.308 3.318 -0.744
N 4.245 -2.575 3.411 -0.400
N 3.361 -1.999 1.408 0.006
H 4.986 -3.085 2.960 0.161
H 4.216 -2.542 4.421 0.266
H 2.649 -1.521 0.872 0.195
H 4.086 -2.499 0.922 0.337
C 3.615 3.847 -8.862 0.760
O 4.781 3.634 -9.155 -0.698
N 3.134 3.667 -7.618 -0.290
N 2.708 4.281 -9.755 -0.301
H 2.177 3.837 -7.358 0.170
H 3.784 3.341 -6.915 0.110
H 3.029 4.430 -10.703 0.246
H 1.744 4.463 -9.532 0.153
C -1.024 1.666 7.656 0.648
O -1.012 1.941 8.846 -0.693
N -0.326 2.363 6.742 -0.324
N -1.737 0.642 7.154 -0.291
H -0.323 2.152 5.758 0.167
H 0.224 3.143 7.078 0.200
H -2.277 0.092 7.809 0.178
H -1.759 0.401 6.178 0.112
C -4.665 -4.855 5.353 0.653
O -3.499 -5.068 5.060 -0.626
N -5.146 -5.035 6.597 -0.428
N -5.572 -4.421 4.460 -0.237
H -6.103 -4.865 6.857 0.157
H -4.496 -5.361 7.300 0.224
H -5.250 -4.272 3.512 0.143
H -6.536 -4.239 4.683 0.150
C 1.336 -1.481 10.739 0.631
O 2.260 -2.011 11.338 -0.713
N 0.578 -2.139 9.844 -0.315
N 0.995 -0.193 10.922 -0.364
H -0.187 -1.720 9.341 0.149
H 0.801 -3.111 9.676 0.203
H 1.541 0.338 11.588 0.196
H 0.238 0.260 10.439 0.130
C -8.069 -1.754 3.017 0.672
O -7.764 -2.914 2.790 -0.658
N -7.214 -0.730 2.847 -0.342
N -9.289 -1.396 3.457 -0.396
H -7.447 0.231 3.029 0.156
H -6.284 -0.956 2.517 0.179
H -9.964 -2.137 3.598 0.230
H -9.559 -0.446 3.649 0.162
C 2.243 3.959 -13.370 0.694
O 2.588 4.758 -12.514 -0.753
N 2.014 2.661 -13.104 -0.339
N 2.059 4.306 -14.657 -0.437
H 1.729 1.988 -13.795 0.172
H 2.140 2.358 -12.147 0.200
H 2.221 5.275 -14.900 0.225
H 1.775 3.663 -15.376 0.156
C 3.936 -5.428 11.055 0.660
O 2.857 -5.964 10.860 -0.670
N 4.051 -4.148 11.452 -0.317
N 5.107 -6.069 10.890 -0.389
H 4.931 -3.689 11.618 0.152
H 3.194 -3.629 11.588 0.259
H 5.066 -7.035 10.592 0.226
H 6.006 -5.644 11.046 0.159
C 4.985 -4.018 -1.329 0.743
O 4.997 -3.744 -0.139 -0.787
N 5.683 -3.321 -2.243 -0.406
N 4.272 -5.043 -1.831 -0.415
H 5.685 -3.532 -3.227 0.163
H 6.233 -2.542 -1.907 0.220
H 3.732 -5.593 -1.176 0.226
H 4.249 -5.284 -2.807 0.165
C -5.159 -0.148 -6.169 0.731
O -3.994 -0.361 -6.463 -0.656
N -5.641 -0.328 -4.926 -0.345
N -6.067 0.286 -7.063 -0.431
H -6.598 -0.158 -4.665 0.178
H -4.991 -0.654 -4.223 0.170
H -5.745 0.435 -8.010 0.228
H -7.031 0.467 -6.840 0.162
C 0.466 0.436 -7.569 0.647
O 0.120 1.132 -8.511 -0.665
N -0.377 -0.396 -6.931 -0.324
N 1.721 0.438 -7.086 -0.312
H -0.110 -0.977 -6.154 0.148
H -1.332 -0.428 -7.263 0.164
H 2.388 1.050 -7.538 0.216
H 2.025 -0.128 -6.312 0.136
```

Calculated values
charge: +1
HOMO-LUMO gap: 6.3 eV
multiplicity: 1
E_HOMO: -9.95 eV
energy relative to the best compared isomer or geometry (same formula, charge and spin): 1080.7 kJ/mol
electronic energy: -6646.1706 Ha
LUMO energy: -3.7 eV